(1)
{
  "formula": "C64H56N12O20",
  "method": "ωB97M-V with the def2-TZVPD basis set",
  "smiles": "O=[N+]([O-])c1ccccc1.O=[N+]([O-])c1ccccc1.O=[N+]([O-])c1ccccc1.O=[N+]([O-])c1ccccc1.O=[N+]([O-])c1ccccc1.O=[N+]([O-])c1ccccc1.O=[N+]([O-])c1ccccc1.O=[N+]([O-])c1ccccc1.O=[N+]([O-])c1ccccc1.O=[N+]([O-])c1ccccc1.CC#N.CC#N",
  "gap_ev": 8.44,
  "e_above_lowest_kcal_mol": 70.7,
  "spin_multiplicity": 1,
  "homo_ev": -9.6,
  "symbols": ["C", "C", "N", "H", "H", "H", "C", "C", "N", "H", "H", "H", "C", "C", "C", "C", "C", "C", "N", "O", "O", "H", "H", "H", "H", "H", "C", "C", "C", "C", "C", "C", "N", "O", "O", "H", "H", "H", "H", "H", "C", "C", "C", "C", "C", "C", "N", "O", "O", "H", "H", "H", "H", "H", "C", "C", "C", "C", "C", "C", "N", "O", "O", "H", "H", "H", "H", "H", "C", "C", "C", "C", "C", "C", "N", "O", "O", "H", "H", "H", "H", "H", "C", "C", "C", "C", "C", "C", "N", "O", "O", "H", "H", "H", "H", "H", "C", "C", "C", "C", "C", "C", "N", "O", "O", "H", "H", "H", "H", "H", "C", "C", "C", "C", "C", "C", "N", "O", "O", "H", "H", "H", "H", "H", "C", "C", "C", "C", "C", "C", "N", "O", "O", "H", "H", "H", "H", "H", "C", "C", "C", "C", "C", "C", "N", "O", "O", "H", "H", "H", "H", "H"],
  "positions_angstrom": [[5.0200, 2.5806, 0.0308], [4.8084, 1.8448, -1.2280], [4.7401, 1.2594, -2.2004], [4.2057, 2.6703, 0.7497], [5.3047, 3.5732, -0.3182], [5.8838, 2.1505, 0.5377], [-5.8895, -3.9730, 2.7645], [-4.5570, -3.5657, 2.3452], [-3.4916, -3.2104, 2.0222], [-6.7388, -3.3172, 2.5730], [-5.8059, -4.1992, 3.8275], [-5.9996, -4.9781, 2.3573], [-0.8025, -6.6016, -0.9727], [-0.8961, -5.8011, 0.1435], [-1.9281, -6.0069, 1.0288], [-2.9068, -7.0210, 0.7866], [-2.7892, -7.8014, -0.3955], [-1.7201, -7.6163, -1.2124], [-3.9707, -7.3953, 1.7859], [-4.1522, -6.6904, 2.7891], [-4.6140, -8.3995, 1.5332], [0.0415, -6.4241, -1.6228], [-0.1738, -5.0002, 0.1994], [-1.9172, -5.3558, 1.8904], [-3.5040, -8.6013, -0.5203], [-1.6956, -8.1575, -2.1467], [-0.6337, -2.2366, 0.1170], [-0.0644, -1.6792, -0.9730], [0.5642, -0.4566, -0.8450], [0.6477, 0.1175, 0.4419], [0.1393, -0.4873, 1.5717], [-0.5162, -1.6788, 1.4014], [1.1629, 1.5462, 0.6009], [1.7033, 2.0941, -0.3085], [1.0670, 2.1308, 1.7198], [-1.3378, -3.0441, -0.0195], [-0.3057, -2.1558, -1.9116], [0.8928, 0.0482, -1.7414], [0.2376, -0.1685, 2.5989], [-1.0416, -2.0782, 2.2563], [4.3580, 4.3104, 3.2020], [3.0149, 4.3609, 2.9021], [2.4817, 5.4705, 2.2595], [3.2965, 6.5562, 1.8630], [4.6495, 6.4797, 2.1714], [5.1500, 5.3300, 2.8595], [2.7033, 7.6268, 1.0500], [1.4900, 7.6485, 0.9599], [3.4139, 8.5314, 0.5949], [4.8089, 3.4895, 3.7399], [2.2723, 3.6157, 3.1462], [1.4306, 5.4219, 2.0162], [5.3631, 7.2617, 1.9575], [6.1759, 5.3609, 3.1955], [-2.7922, -2.6568, -2.6044], [-3.3988, -3.7586, -1.9823], [-3.3196, -4.9596, -2.6971], [-2.6395, -5.1048, -3.9157], [-2.0895, -3.9368, -4.5101], [-2.2337, -2.6906, -3.8804], [-2.6028, -6.3696, -4.6047], [-2.2244, -6.4497, -5.7347], [-2.9269, -7.3990, -4.0122], [-2.9026, -1.7043, -2.1075], [-3.9425, -3.6504, -1.0554], [-3.9219, -5.7357, -2.2484], [-1.5294, -3.9785, -5.4326], [-1.7908, -1.8235, -4.3477], [0.4915, 4.8024, -1.3937], [-0.4123, 5.6728, -2.0383], [-0.0043, 6.7630, -2.8251], [1.3397, 7.0336, -2.7515], [2.2607, 6.2066, -2.0376], [1.8633, 5.0810, -1.4156], [1.8911, 8.1273, -3.5523], [2.7613, 8.7740, -3.0541], [1.2692, 8.4495, -4.6087], [0.1775, 3.9781, -0.7705], [-1.4645, 5.4387, -1.9713], [-0.6875, 7.3320, -3.4382], [3.3099, 6.4613, -2.0620], [2.5439, 4.5097, -0.8018], [1.2026, 2.1809, 5.4387], [1.5989, 0.9190, 5.0116], [2.7480, 0.3382, 5.4225], [3.6860, 1.0408, 6.1826], [3.3770, 2.4067, 6.4991], [2.1391, 2.9478, 6.1328], [4.9837, 0.3564, 6.6198], [5.1230, -0.8073, 6.3483], [5.7731, 1.0491, 7.3487], [0.2157, 2.5404, 5.1873], [1.0026, 0.2934, 4.3640], [2.7964, -0.7259, 5.2449], [4.1010, 3.0014, 7.0362], [2.0319, 4.0074, 6.3119], [3.2943, -0.7032, -4.3293], [2.9530, -1.1157, -5.5515], [2.4836, -2.4033, -5.7998], [2.2168, -3.2296, -4.6841], [2.4659, -2.8011, -3.3638], [3.0823, -1.5265, -3.1738], [1.5741, -4.5599, -4.8482], [0.9039, -5.0916, -3.9188], [1.7626, -5.1592, -5.8983], [3.7821, 0.2597, -4.3641], [3.0231, -0.4310, -6.3837], [2.1670, -2.6885, -6.7921], [2.2691, -3.4677, -2.5372], [3.4421, -1.2739, -2.1873], [2.1471, 3.7796, -4.4386], [1.8259, 2.5049, -3.8728], [0.8728, 1.7107, -4.4494], [0.1927, 2.1357, -5.5907], [0.4147, 3.3578, -6.1856], [1.3413, 4.1647, -5.5252], [-0.7919, 1.1695, -6.2422], [-1.5222, 1.5645, -7.1205], [-0.8604, -0.0090, -5.9065], [2.8836, 4.4752, -4.0644], [2.2561, 2.1537, -2.9465], [0.6688, 0.7437, -4.0139], [-0.0532, 3.6639, -7.1096], [1.5328, 5.1513, -5.9209], [-2.8070, -1.2693, 7.2544], [-3.2234, -2.1532, 6.2409], [-2.2682, -2.8349, 5.4522], [-0.9194, -2.6321, 5.6076], [-0.5680, -1.7091, 6.6108], [-1.4436, -1.1022, 7.4663], [0.1018, -3.3187, 4.7551], [-0.1659, -3.8242, 3.6548], [1.2097, -3.3714, 5.2065], [-3.4756, -0.7121, 7.8939], [-4.2696, -2.3210, 6.0317], [-2.4835, -3.5755, 4.6963], [0.4584, -1.5348, 6.8980], [-1.0506, -0.4505, 8.2327], [-5.9708, -0.0784, 0.2897], [-6.1296, 1.2784, -0.0362], [-5.0177, 2.0098, -0.3943], [-3.7775, 1.3782, -0.5790], [-3.6535, -0.0441, -0.2486], [-4.7784, -0.7470, 0.1511], [-2.6623, 2.2516, -1.0055], [-1.5619, 1.7762, -1.2544], [-2.8329, 3.4494, -1.0777], [-6.7756, -0.6360, 0.7454], [-7.1020, 1.7294, 0.0961], [-5.1810, 3.0748, -0.4683], [-2.7246, -0.5843, -0.3571], [-4.6337, -1.7629, 0.4878]],
  "atomic_forces_ev_per_a": [[0.6017, 0.2592, -0.6289], [-0.1968, 0.4572, 2.0149], [-0.1723, -0.5951, -1.1875], [-0.2742, -0.2762, -0.5033], [0.0174, 0.2496, 0.4108], [-0.0142, -0.0130, -0.0146], [0.5582, -1.2227, 0.5699], [1.9102, 1.4557, -0.7758], [-2.1495, -0.8224, 0.6419], [0.4377, 0.0632, -0.2437], [-0.2082, 0.3134, 0.2089], [-0.5214, 0.0782, -0.3230], [0.3812, -0.3277, -0.1531], [-0.1746, -0.3004, -0.8923], [-1.3137, -0.4117, 0.8952], [1.5001, 0.4141, -0.4534], [-1.0026, 0.1149, 2.5413], [0.3865, 0.4848, -1.2713], [0.1091, 0.4393, -0.0426], [0.4327, -0.5593, -1.2417], [0.2846, 0.6293, 0.2923], [-0.0884, -0.1646, -0.3814], [-0.0646, 0.0328, 0.6789], [-0.5470, -0.2162, 0.3023], [-0.0318, 0.0484, -0.3107], [0.2671, -0.2182, 0.1117], [-1.2973, -0.5510, 2.1645], [0.0042, 0.4321, -0.6479], [0.3640, 0.8673, 0.6888], [0.3141, 1.3058, -0.8024], [0.2168, -0.5154, 0.2750], [-0.5413, -0.3640, -0.6831], [-0.0744, 0.2051, 2.7870], [0.3646, -0.0932, -1.5709], [-0.4568, -1.8879, -1.7596], [0.1827, -0.3862, 0.0887], [0.5165, 0.2663, -0.3614], [0.2183, 0.3139, 0.2212], [0.0719, 0.7897, -0.3754], [0.0766, -0.4248, -0.1825], [-0.5469, -1.5986, 0.7771], [-1.2604, 0.7241, -0.3259], [0.1919, 0.1832, -0.4641], [0.4016, -1.7236, 0.1782], [0.3114, -0.5666, 0.4516], [0.7581, 3.1282, -0.9284], [-0.0228, 2.1125, 0.1894], [0.2076, -0.5303, -0.0832], [-0.1371, -1.6018, 0.5318], [-0.2169, -0.2807, 0.0725], [0.4546, -0.3778, 0.1450], [-0.0232, 0.3804, -0.0996], [-0.2595, 0.2042, -0.2578], [0.1660, -0.0879, -0.2322], [-1.0107, 0.5366, 0.3097], [1.2810, 0.2019, -2.2133], [-0.7562, -0.3667, 0.7011], [-0.2381, 2.6347, 0.6240], [-0.2769, -0.4226, 0.4632], [0.4636, -1.5993, 0.4270], [-0.0836, -2.3346, 0.5536], [0.6184, 1.3215, -1.5454], [-0.4424, 0.8470, 0.9267], [0.2023, 0.1800, -0.0695], [0.0742, -0.2013, 0.0333], [0.3837, -0.6817, -0.3747], [-0.1856, -0.2784, -0.1520], [-0.1221, 0.1602, 0.0379], [-0.2027, 1.1012, -0.0278], [0.1006, -0.9700, 0.0591], [0.3940, -0.9361, 0.8435], [1.1247, -1.3541, -0.2097], [0.2670, 2.0785, -1.5623], [-1.3318, -0.3607, 0.9509], [-2.8188, 1.1674, -1.4285], [1.3016, 0.3238, -0.0140], [1.4937, -1.0212, 1.9121], [-0.4594, -0.0670, -0.2814], [-0.0751, -0.0328, -0.0203], [0.0667, 0.1046, 0.1349], [0.0707, 0.3031, -0.0087], [0.1062, -0.2692, -0.2366], [0.6393, 0.0225, -0.3140], [-1.5092, 0.4958, -0.1183], [1.7593, -0.9865, 1.0340], [-0.4599, 1.2765, -0.0089], [0.6086, -1.7506, -0.2945], [0.7296, -0.3516, -0.0896], [0.3169, 2.2903, 2.1658], [0.1230, 0.3611, -0.1617], [-2.0879, -1.7882, -2.2570], [0.0671, 0.2657, -0.1121], [-0.5091, 0.2440, 0.1997], [0.7896, -0.0665, -0.2070], [0.0593, 0.0036, -0.0182], [-0.5090, -0.0164, 0.2441], [0.6684, 0.0199, 2.8358], [-0.8904, -1.5180, -2.3245], [-1.0751, -0.6793, 1.0844], [-0.2405, 0.7680, 0.4063], [0.8894, 1.3346, -0.8335], [-0.3329, -0.9651, -1.6654], [-0.6544, -2.1384, 0.3408], [1.4047, 1.9138, -1.2786], [-0.0382, 1.0213, 0.5276], [-0.0477, 0.1246, 1.0893], [0.2112, -0.0180, -0.1315], [0.1688, -0.2601, 0.0016], [-0.0517, 0.0279, 0.0198], [-0.1201, 0.3433, -0.0387], [-2.1310, -1.5585, -0.4915], [0.7761, 1.6405, 0.0305], [-0.6029, -0.2927, -0.4702], [-0.5020, -1.2356, -0.4074], [0.3260, -0.1859, 0.8224], [1.2405, 0.6510, -0.0702], [-0.4491, -0.8291, -0.1876], [0.2823, 1.3467, -0.2202], [1.0842, 0.5332, 1.0201], [-0.0113, -0.2590, 0.1894], [0.3992, 0.0696, -0.0434], [-0.2122, -0.0639, -0.1405], [-0.2007, -0.0157, 0.1636], [-0.0534, 0.1269, -0.2172], [-0.0406, -0.6228, -0.5662], [0.8223, 0.1399, 0.0651], [-0.2277, -0.4086, -0.4205], [-0.5752, 1.4258, 0.9010], [2.2480, -0.9855, 0.1300], [-0.8453, 0.1256, -0.6701], [-0.3996, -0.6651, -0.9853], [-0.9512, 0.8761, 1.4437], [0.9788, 0.3907, 0.8194], [-0.4146, -0.2006, -0.1511], [-0.0522, -0.0098, 0.1207], [-0.7905, 0.0613, -0.1390], [0.3939, -0.1596, -0.6101], [-0.0961, -0.0021, 0.0598], [-0.8504, 0.3653, 0.0758], [0.2803, -1.5438, 0.7151], [0.2108, 0.0535, -0.2545], [-0.9248, -1.6630, 0.9654], [0.2186, 2.4066, -1.2724], [1.0179, 0.7422, 0.2211], [1.3411, 0.0334, 0.0110], [-0.5726, -1.0101, 0.2118], [-1.0087, 0.1265, 0.1767], [-0.4135, 0.0888, -0.2399], [0.0883, 0.2062, -0.0128], [0.5680, 0.0752, -0.4261], [0.2807, 0.3719, 0.0670], [-0.1970, -0.0206, -0.1831]],
  "mulliken_charge": [-0.7622, 0.5267, -0.4375, -0.0699, 0.2879, 0.4692, -1.1219, 0.5483, -0.2674, 0.3418, 0.3309, 0.2911, -0.3713, -0.6413, 0.0713, -0.3871, -0.3984, -0.6979, 1.0119, -0.6072, -0.5927, 0.3870, 0.6685, 0.5877, 0.5030, 0.4637, -0.8317, -0.9871, 0.1390, -0.0496, -0.9958, -0.4960, 0.9267, -0.1341, -0.6161, 0.5305, 0.9067, 0.4288, 0.2424, 0.7650, -0.5860, 0.1502, -0.1142, -0.3030, -0.7244, -0.5760, 1.1181, -0.5775, -0.6186, 0.5658, 0.3105, 0.4170, 0.5049, 0.4402, 0.8284, -0.7188, -0.1133, -0.8314, 0.0322, -1.2042, 1.0885, -0.6158, -0.6413, 0.1055, 0.4373, 0.3977, 0.5613, 0.6184, -0.3824, -0.4040, -0.5822, 0.3527, -0.6891, 0.0202, 0.9393, -0.5684, -0.6234, 0.3261, 0.3616, 0.5285, 0.3550, 0.3155, -0.9525, 0.8120, -0.5528, -0.2520, -0.5217, -0.2280, 0.9531, -0.5541, -0.5816, 0.4178, 0.0896, 0.5628, 0.5095, 0.4284, -0.4424, -0.3011, -0.6205, 0.2503, -0.3504, -0.5178, 0.8808, -0.4571, -0.5753, 0.5050, 0.4400, 0.4389, 0.3853, 0.4256, -1.3424, 0.8783, -0.4772, -0.3572, -0.8143, -0.2713, 0.9541, -0.6233, -0.5731, 0.6226, 0.3911, 0.5902, 0.5338, 0.4239, -0.3250, -0.7948, 0.0712, -0.3315, 0.1129, -0.7840, 0.9946, -0.5212, -0.5769, 0.4002, 0.3875, 0.4269, 0.4869, 0.4251, -0.3876, -0.7611, -0.2625, -0.6748, 0.8946, 0.0463, 0.8897, -0.3423, -0.5954, 0.3811, 0.3770, 0.4523, 0.2342, -0.2141]
}

***

(2)
{
  "formula": "C3H5N3O2S",
  "method": "ωB97M-V with the def2-TZVPD basis set",
  "gap_ev": 8.05,
  "e_above_lowest_kcal_mol": 68.5,
  "spin_multiplicity": 1,
  "homo_ev": -8.9,
  "symbols": ["C", "C", "C", "N", "N", "N", "O", "O", "S", "H", "H", "H", "H", "H"],
  "positions_angstrom": [[1.0877, 0.7091, 1.5830], [1.1804, -0.7471, 1.4319], [-0.9291, 1.3352, 0.3300], [0.1525, 1.1511, 0.8096], [0.3055, -1.3472, 0.7293], [-1.2917, -0.6059, -1.3884], [-2.1644, 1.8010, -1.8781], [0.2554, 1.2707, -2.0458], [-1.0409, 1.0336, -1.4901], [2.0006, 1.2974, 1.8770], [1.8841, -1.4233, 1.9760], [0.4288, -2.3534, 0.7225], [-0.9628, -1.0504, -2.2039], [-0.9060, -1.0708, -0.4531]],
  "atomic_forces_ev_per_a": [[2.0699, -0.4984, -0.8219], [-0.1311, -1.1050, 1.2079], [0.1429, -0.6783, -0.6648], [-0.1936, 1.1080, 1.3599], [-0.3245, -0.6661, -0.2951], [-0.8710, 0.7599, 2.2714], [-0.5151, -0.0653, -0.8088], [0.1280, 0.3008, -0.6220], [0.6708, -1.0145, 1.6220], [-1.4493, -0.3879, -0.3370], [0.0241, 1.3200, -0.2101], [0.1537, -0.0727, 0.2309], [0.5580, -0.5275, -1.1122], [-0.2628, 1.5269, -1.8203]],
  "nbo_charge": [-0.1537, 0.1139, 0.0118, -0.2406, -0.6928, -1.1183, -0.8865, -0.9226, 2.2556, 0.2347, 0.1900, 0.3594, 0.3969, 0.4521]
}